DFT (the ωB97M-V functional and the def2-TZVPD basis) results for a structure of composition C5H9AgMgO4 at a distorted geometry.

- ΔE to the lowest compared entry with this formula, charge and spin: 2.912 eV
- Multiplicity: 3
- <S²>: 2.0128

XYZ file:
```
20
Properties=species:S:1:pos:R:3:mulliken_charge:R:1
O -0.669 2.456 -0.425 -0.47
C 0.454 1.879 -0.048 0.00
C 0.575 0.582 0.355 0.29
O -0.723 0.003 0.592 -0.34
C -0.978 -1.167 -0.168 -0.33
C -2.456 -1.451 -0.105 -0.46
O -3.140 -0.263 -0.502 -0.08
C -4.542 -0.441 -0.661 -0.85
Ag -2.232 1.504 0.320 -0.35
H 1.381 2.471 -0.137 0.26
H -0.407 -2.020 0.232 0.29
H -0.666 -0.990 -1.210 0.31
H -2.772 -1.727 0.913 0.32
H -2.710 -2.273 -0.790 0.34
H -4.977 0.536 -0.894 0.27
H -4.737 -1.143 -1.484 0.26
H -4.988 -0.829 0.268 0.33
H 2.918 -0.381 -1.125 0.26
Mg 2.439 -0.123 1.232 0.80
O 3.463 -0.593 -0.262 -0.85
```

=====

DFT (the ωB97M-V functional and the def2-TZVPD basis) results for a structure of composition C5H9AgO3 at a distorted geometry.

- ΔE to the lowest compared entry with this formula, charge and spin: 3.308 eV
- Multiplicity: 3
- <S²>: 2.0115

XYZ file:
```
18
Properties=species:S:1:pos:R:3:mulliken_charge:R:1
O -1.835 1.118 -0.360 -0.47
C -2.662 0.090 -0.253 0.19
C -2.542 -0.914 0.698 -0.61
H -3.512 0.070 -0.954 0.36
H -3.305 -0.760 1.475 0.30
H -2.152 -1.744 1.289 0.39
O 1.906 1.528 0.139 -0.80
C 2.602 0.419 0.604 -0.29
C 1.981 -0.882 0.101 -0.45
O 0.560 -0.767 0.306 -0.11
C -0.221 -1.856 -0.017 -0.93
Ag 0.023 1.244 0.055 0.43
H 2.621 0.384 1.714 0.24
H 3.659 0.417 0.274 0.29
H 2.355 -1.759 0.649 0.33
H 2.151 -1.013 -0.980 0.29
H -0.814 -1.793 -0.932 0.45
H 0.114 -2.782 0.456 0.39
```

=====

DFT (the ωB97M-V functional and the def2-TZVPD basis) results for a structure of composition C5H9AlO3 at a distorted geometry.

- ΔE to the lowest compared entry with this formula, charge and spin: 0.000 eV

XYZ file:
```
18
Properties=species:S:1:pos:R:3:mulliken_charge:R:1
O -5.236 -1.737 -0.934 -0.29
Al -5.520 0.863 -1.984 0.19
O -4.115 0.113 -1.263 -0.27
C -4.041 -1.157 -1.233 0.70
C -5.268 -2.747 0.068 -0.20
C -6.707 -3.156 0.284 -1.16
H -4.656 -3.603 -0.258 0.29
H -4.828 -2.351 0.994 0.32
H -7.171 -3.478 -0.658 0.30
H -6.748 -3.993 0.994 0.37
H -7.291 -2.323 0.697 0.29
O -3.063 -1.855 -1.506 -0.54
C -0.127 -0.912 -0.745 -0.33
C 0.506 -1.840 -1.461 -0.46
H 0.359 0.028 -0.472 0.23
H -0.021 -2.709 -1.860 0.24
H 1.550 -1.720 -1.757 0.23
H -1.157 -1.053 -0.382 0.10
```

=====

DFT (the ωB97M-V functional and the def2-TZVPD basis) results for a structure of composition C5H9BCl16NbO at a distorted geometry.

- Net charge: -1
- Calculated total energy: -7715.81626 hartree

XYZ file:
```
33
Properties=species:S:1:pos:R:3:mulliken_charge:R:1
C 0.833 0.824 1.035 -0.74
B -0.542 0.151 0.636 0.57
O -0.406 -1.115 0.119 -0.27
Nb -2.653 1.210 0.900 -0.89
H 1.557 0.711 0.220 0.25
H 0.743 1.880 1.286 0.12
H 1.213 0.295 1.916 0.31
H -1.298 -1.467 0.003 0.12
H -3.142 -0.313 0.001 0.04
H -2.449 2.119 -0.724 -0.10
H -1.824 2.603 1.829 -0.09
H -2.482 0.192 2.433 -0.05
H -4.447 1.474 1.369 -0.09
C 2.742 5.140 0.350 0.29
Cl 3.456 5.755 -1.151 -0.12
Cl 1.009 4.966 0.163 -0.07
Cl 3.437 3.561 0.724 -0.03
Cl 3.103 6.269 1.666 -0.12
C 5.948 -0.402 0.285 0.35
Cl 4.914 -1.671 -0.366 -0.08
Cl 7.051 0.169 -0.977 -0.12
Cl 4.953 0.937 0.845 -0.03
Cl 6.894 -1.044 1.635 -0.12
C -1.509 -4.948 0.274 0.28
Cl -2.197 -6.306 1.188 -0.13
Cl -0.162 -4.259 1.168 -0.06
Cl -0.933 -5.547 -1.294 -0.13
Cl -2.745 -3.728 0.014 -0.05
C -4.190 -1.513 -3.079 0.32
Cl -3.393 -3.049 -3.471 -0.10
Cl -3.005 -0.215 -3.112 -0.08
Cl -5.451 -1.200 -4.296 -0.14
Cl -4.927 -1.605 -1.491 -0.05
```

=====

DFT (the ωB97M-V functional and the def2-TZVPD basis) results for a structure of composition C5H9BMnO5S at a distorted geometry.

- Multiplicity: 6
- Net charge: +2
- <S²>: 8.7535
- Calculated total energy: -2145.45845 hartree

XYZ file:
```
22
Properties=species:S:1:pos:R:3:mulliken_charge:R:1
C 2.974 -0.293 -0.639 -0.96
C 2.372 0.172 0.749 -0.27
O 0.919 0.159 0.821 -0.49
B 0.318 1.071 -0.070 0.64
O 0.839 2.328 -0.470 -0.45
C -1.167 0.645 -0.664 0.03
O -2.254 1.130 0.225 -0.21
C -3.209 0.120 0.379 0.83
O -4.154 0.076 1.232 -0.79
O -2.892 -0.862 -0.569 -0.29
C -1.413 -0.890 -0.422 -0.19
S -0.469 -2.124 -1.404 -0.12
H 4.080 -0.513 -0.463 0.38
H 2.960 0.513 -1.441 0.28
H 2.538 -1.269 -1.024 0.22
H 2.732 -0.573 1.532 0.30
H 2.844 1.166 1.012 0.31
H 0.209 3.031 -0.203 0.32
H -1.417 0.996 -1.717 0.32
H -1.309 -1.068 0.689 0.25
H -0.109 -3.053 -0.425 0.23
Mn -4.390 -0.761 2.872 1.67
```

=====

DFT (the ωB97M-V functional and the def2-TZVPD basis) results for the molecule C5H9BN2O3 at a distorted geometry.

- ΔE to the lowest compared entry with this formula, charge and spin: 0.000 eV
- SMILES: Cc1cnn(C)c1OB(O)O

XYZ file:
```
20
Properties=species:S:1:pos:R:3:mulliken_charge:R:1
B 2.088 -0.084 -0.289 0.76
C -2.318 0.488 0.348 -0.55
C -1.080 0.916 -0.114 0.57
C -0.398 -0.291 -0.326 0.19
C -0.406 2.152 -0.541 -0.95
C -0.919 -2.716 0.005 -0.73
N -2.412 -0.815 0.429 -0.98
N -1.218 -1.359 0.023 0.76
O 2.184 0.387 0.978 -0.56
O 3.265 -0.339 -0.927 -0.50
O 0.935 -0.560 -0.777 -0.55
H -3.209 1.086 0.514 0.46
H 0.718 1.874 -0.825 0.11
H -0.857 2.632 -1.507 0.24
H -0.431 2.898 0.189 0.31
H -1.756 -3.328 0.553 0.25
H -0.804 -3.097 -1.016 0.29
H 0.057 -2.815 0.452 0.29
H 2.804 1.041 1.262 0.30
H 3.986 -0.238 -0.285 0.31
```

=====

DFT (the ωB97M-V functional and the def2-TZVPD basis) results for the ion C5H9BrFN2O2S with charge +1 at a distorted geometry.

- ΔE to the lowest compared entry with this formula, charge and spin: 0.060 eV
- Net charge: +1
- SMILES: C[C@]1(Br)CS(=O)(=O)[C@@H](F)C(=[NH2+])N1

XYZ file:
```
21
Properties=species:S:1:pos:R:3:mulliken_charge:R:1
C -0.181 -1.273 -0.681 0.53
C 0.200 1.000 1.357 -0.94
C 0.750 -1.542 0.542 -0.10
C -0.160 1.276 -0.213 0.42
C 0.712 2.212 -0.981 -1.44
N -0.471 -0.016 -0.994 -0.23
N -0.568 -2.278 -1.426 -0.30
O 0.182 -0.870 3.125 -0.62
O -1.746 -0.919 1.425 -0.56
F 0.758 -2.841 0.874 -0.28
S -0.376 -0.644 1.828 1.14
Br -1.959 2.166 -0.202 -0.02
H 1.233 0.986 1.555 0.39
H -0.368 1.833 1.951 0.52
H 1.737 -1.150 0.636 0.45
H 0.925 3.209 -0.751 0.42
H 0.322 2.274 -1.953 0.44
H 1.678 1.769 -1.070 0.38
H -1.305 0.159 -1.472 0.33
H -0.275 -3.206 -1.271 0.24
H -1.085 -2.145 -2.281 0.24
```

=====

DFT (the ωB97M-V functional and the def2-TZVPD basis) results for the ion C5H9BrN with charge +1 at a distorted geometry.

- ΔE to the lowest compared entry with this formula, charge and spin: 0.276 eV
- Net charge: +1
- SMILES: C[N@@H+]1C=C[C@@H](Br)C1

XYZ file:
```
16
Properties=species:S:1:pos:R:3:mulliken_charge:R:1
C 0.906 -1.427 0.237 -0.51
C 0.037 -1.072 -0.747 -0.28
C 0.353 0.874 0.665 -0.51
C 1.493 -0.209 0.922 -0.18
C -1.837 0.636 -0.436 -1.00
N -0.368 0.341 -0.609 -0.08
Br 3.253 0.260 -0.190 -0.09
H 1.119 -2.437 0.335 0.47
H -0.429 -1.814 -1.444 0.39
H -0.434 0.852 1.448 0.32
H 0.662 1.873 0.518 0.38
H 1.649 -0.498 1.972 0.47
H -2.074 -0.026 0.432 0.44
H -2.002 1.643 -0.351 0.38
H -2.240 0.108 -1.280 0.39
H -0.088 0.896 -1.472 0.42
```

=====

DFT (the ωB97M-V functional and the def2-TZVPD basis) results for a cluster of 2 separate species, C5H9BrN3O2 in total at a distorted geometry.

- ΔE to the lowest compared entry with this formula, charge and spin: 6.682 eV
- Net charge: +1

XYZ file:
```
20
Properties=species:S:1:pos:R:3:mulliken_charge:R:1
C 1.536 3.576 -1.247 0.17
C 1.157 3.076 -0.228 -0.48
C 0.818 -0.517 -0.365 -0.17
C 0.715 -1.605 1.689 -0.97
C -2.321 -0.637 -0.234 -0.76
N 0.027 -1.059 0.524 0.52
N 0.606 0.123 -1.645 1.05
N -1.278 -1.174 0.601 -0.36
O 1.638 0.458 -2.168 -0.48
O -0.502 0.269 -2.086 -0.57
Br 0.608 2.310 1.307 -0.01
H 1.847 4.035 -2.138 0.37
H 1.876 -0.568 -0.160 0.35
H 0.965 -0.789 2.372 0.36
H 0.084 -2.323 2.213 0.37
H 1.636 -2.110 1.402 0.38
H -2.405 0.445 -0.111 0.33
H -2.151 -0.856 -1.285 0.33
H -3.259 -1.090 0.076 0.34
H -1.598 -1.562 1.482 0.23
```

=====

DFT (the ωB97M-V functional and the def2-TZVPD basis) results for a cluster of 2 separate species, C5H9BrO2 in total at a distorted geometry.

- ΔE to the lowest compared entry with this formula, charge and spin: 4.109 eV

XYZ file:
```
17
Properties=species:S:1:pos:R:3:mulliken_charge:R:1
C -0.361 2.233 -0.713 -0.71
C -1.000 1.093 -0.755 0.26
C 2.265 -0.294 -0.407 -0.61
C -1.121 -1.185 1.593 -0.63
C -0.094 -0.845 -0.517 0.05
O 1.130 -0.814 -1.069 -0.31
O 0.023 -0.941 0.819 -0.32
Br -2.848 0.907 -1.403 -0.21
H -0.926 3.156 -0.917 0.25
H 0.588 2.410 -0.275 0.27
H 1.876 0.368 0.358 0.26
H 2.895 0.366 -0.960 0.30
H 2.737 -1.228 0.023 0.25
H -2.042 -0.978 0.979 0.27
H -1.054 -0.505 2.386 0.27
H -1.234 -2.193 1.935 0.26
H -0.834 -1.551 -1.078 0.37
```

=====

DFT (the ωB97M-V functional and the def2-TZVPD basis) results for a cluster of 5 separate species, C5H9Cl11 in total at a distorted geometry.

- ΔE to the lowest compared entry with this formula, charge and spin: 0.269 eV
- SMILES: ClC(Cl)Cl.ClCCl.ClCCl.ClCCl.ClCCl

XYZ file:
```
25
Properties=species:S:1:pos:R:3:mulliken_charge:R:1
C -0.562 -0.470 -3.090 0.06
Cl -1.873 0.676 -2.817 -0.08
Cl -0.509 -1.066 -4.821 -0.14
Cl -0.764 -1.786 -1.849 -0.12
H 0.392 0.030 -2.920 0.26
C -1.491 4.144 -2.983 -0.13
Cl -0.053 3.306 -3.613 -0.13
Cl -1.451 5.870 -3.400 -0.17
H -2.364 3.655 -3.416 0.27
H -1.573 4.002 -1.905 0.16
C -1.245 -2.462 3.963 -0.31
Cl -1.801 -2.235 2.225 -0.13
Cl -0.844 -0.876 4.703 -0.14
H -2.006 -2.996 4.532 0.33
H -0.424 -3.177 3.915 0.26
C -0.228 0.620 0.998 0.22
Cl 1.510 0.699 1.371 -0.16
Cl -0.813 1.880 -0.104 -0.08
H -0.465 -0.365 0.594 -0.21
H -0.729 0.793 1.950 0.23
C 3.469 -2.084 1.442 -0.27
Cl 4.869 -1.270 0.644 -0.15
Cl 2.112 -2.564 0.348 -0.08
H 3.820 -2.913 2.058 0.34
H 3.024 -1.412 2.176 0.18
```

=====

DFT (the ωB97M-V functional and the def2-TZVPD basis) results for a cluster of 2 separate species, C5H9Cl2N4 in total at a distorted geometry.

- ΔE to the lowest compared entry with this formula, charge and spin: 2.784 eV
- Net charge: +1

XYZ file:
```
20
Properties=species:S:1:pos:R:3:mulliken_charge:R:1
C 1.979 -0.397 1.795 0.24
C -1.795 1.157 0.066 -0.41
C -0.284 0.300 -1.633 -0.82
C 1.149 -1.780 -0.012 0.19
C -1.589 0.039 -1.981 -0.26
N 1.279 -0.753 0.692 -0.28
N 1.787 -0.541 3.000 -0.47
N -2.435 0.252 -0.883 -0.24
N -0.283 0.975 -0.238 -0.05
Cl 3.391 0.561 1.065 -0.20
Cl 1.809 -3.308 0.520 -0.10
H -2.020 2.241 -0.188 0.32
H -2.130 0.938 1.126 0.32
H 0.702 0.157 -2.029 0.74
H 0.705 -1.653 -1.031 0.28
H -1.946 -0.637 -2.768 0.38
H 2.623 -0.246 3.559 0.34
H -3.410 0.526 -0.952 0.27
H 0.150 1.902 -0.333 0.37
H 0.317 0.267 0.224 0.38
```